(1)
Below is a structure of composition C15H24CoF5N2OP2S, with properties calculated with the ωB97M-V functional and the def2-TZVPD basis.

## Properties
HOMO level (alpha / beta), eV: -10.3 / -10.3
Spin multiplicity: 4
Calculated total energy, hartree: -3733.4527
Total charge: +1
E_LUMO (alpha / beta), eV: -2.538 / -4.093
M, g mol⁻¹: 496.3
Frontier orbital gap (alpha / beta), eV: 7.7 / 6.2
⟨S²⟩: 3.77

Structure (XYZ):
```
51
Properties=species:S:1:pos:R:3:forces:R:3:lowdin_charge:R:1
Co 8.25305 9.31532 8.59137 0.353 2.969 -1.709 0.0914
S 9.33002 8.92203 6.73065 0.903 -0.539 -1.095 0.7329
P 6.83495 7.71636 8.53139 -1.490 -2.181 -2.047 0.7768
P 7.84737 9.43579 10.70007 0.392 0.450 2.912 0.8004
F 6.65514 15.50543 6.59849 0.462 -1.337 0.200 0.1016
F 8.87977 16.27869 7.70806 -0.145 -0.890 0.194 0.1105
F 10.53618 14.43481 9.00272 -0.824 -0.223 -0.245 0.0925
F 9.69207 11.88946 9.33722 0.128 -0.286 0.370 0.0165
F 5.91360 12.83536 6.52071 0.486 0.211 0.472 0.1059
O 7.20007 11.08782 8.12314 0.328 -2.953 0.648 -0.1649
N 11.86809 9.00375 5.93250 -1.223 -0.112 0.133 -0.0304
N 11.30276 10.22088 7.85189 1.167 0.630 1.167 -0.0196
C 12.56774 10.99159 8.08956 -0.183 0.356 -0.245 -0.0196
C 11.00296 9.41171 6.87079 -0.095 -0.075 -0.667 -0.7177
C 7.70310 12.24532 7.99342 1.390 2.711 -0.291 -0.3116
C 5.86946 7.57718 10.06782 -0.635 -0.935 -0.150 -0.3762
C 8.93051 12.74552 8.61456 -2.027 -0.392 -1.281 -0.1322
C 6.52028 8.26673 11.23721 0.312 1.053 0.465 -0.3559
C 8.52298 14.97722 7.81572 2.029 0.268 0.667 -0.1438
C 9.22275 8.99034 11.89542 -1.000 0.598 -0.786 -0.2072
C 9.34215 14.05173 8.47665 0.308 0.844 0.117 -0.1282
C 13.31547 8.85662 5.99370 0.510 0.022 -0.155 -0.0570
C 7.72683 6.08971 8.20374 -0.922 0.331 0.787 -0.2269
C 7.22627 11.10140 11.09485 -0.051 0.209 1.834 -0.2206
C 7.40762 14.52214 7.18952 -1.520 2.092 -0.950 -0.1338
C 5.47282 7.72629 7.22685 -0.032 0.486 0.167 -0.1987
C 7.01579 13.21754 7.20114 -0.124 -1.279 0.410 -0.1270
H 13.34576 10.32895 8.50356 -0.271 0.366 -0.263 0.0823
H 10.54877 10.32475 8.52828 0.547 0.379 -0.270 0.0670
H 13.79543 9.80782 5.68733 0.008 -0.656 0.389 0.0911
H 8.82616 8.63048 12.84948 0.088 -0.018 -0.217 0.0494
H 8.36765 5.78672 9.05855 -0.334 0.232 -0.617 0.0585
H 9.76586 9.93009 12.07067 0.410 -0.646 -0.191 0.0493
H 5.65547 6.51404 10.29466 -0.054 0.536 -0.154 0.1088
H 4.53913 8.17398 7.64934 0.848 -0.294 -0.256 0.0586
H 6.69218 11.53640 10.25637 -0.034 -0.089 0.042 0.0393
H 6.93153 5.36225 8.04964 -0.008 -0.285 0.323 0.0395
H 13.58554 8.08264 5.23424 -0.108 0.585 0.845 0.1082
H 8.26619 6.10240 7.26625 0.371 0.395 -0.017 0.0203
H 13.61844 8.53183 7.02102 -0.067 0.285 -1.040 0.1033
H 5.25851 6.69126 6.96000 -0.064 0.022 -0.080 0.0396
H 5.85517 8.91979 11.84355 0.074 -0.807 -0.352 0.0989
H 12.91596 11.45991 7.11902 -0.459 -0.533 1.229 0.1110
H 5.71584 8.30232 6.30269 0.113 -0.457 0.818 0.0614
H 6.57162 11.01827 11.99547 0.191 0.062 -0.721 0.0654
H 12.36594 11.80030 8.84890 0.008 -0.886 -0.982 0.1031
H 9.73372 8.19437 11.32660 0.380 0.467 0.749 0.0429
H 7.01761 7.56873 11.90578 -0.147 -0.141 0.064 0.0801
H 8.02632 11.78309 11.44483 -0.160 -0.413 -0.576 0.0655
H 4.93381 8.05153 9.76683 -0.084 -0.035 0.355 0.0811
H 11.38168 8.53727 5.18015 0.258 -0.100 -0.001 0.1183
```
Forces are in eV/Å.

(2)
Below is a cluster of 2 separate species, C19H39O2Si4 in total, with properties calculated with the ωB97M-V functional and the def2-TZVPD basis.

## Properties
HOMO level, eV: -10.3
Calculated total energy, hartree: -2055.6298
Total charge: +1
Energy relative to the best compared isomer or geometry (same formula, charge and spin), kJ/mol: 0.00
E_LUMO, eV: -5.268
M, g mol⁻¹: 411.9
Frontier orbital gap, eV: 5.1

Structure (XYZ):
```
64
Properties=species:S:1:pos:R:3:forces:R:3:lowdin_charge:R:1
Si 5.16359 -2.65093 -4.46985 -0.214 0.014 0.157 0.3996
Si 4.85257 -5.67841 -2.13964 -0.387 0.190 0.036 0.4063
Si 6.29625 -2.39638 -0.78480 -0.314 -0.115 -0.330 0.3966
Si 4.69602 -3.31098 -2.25034 -0.183 0.554 -0.015 0.5027
O 2.20393 0.40149 2.15125 -1.445 -1.056 0.135 -0.0183
O 3.11489 -2.65326 -1.75830 0.832 -0.164 -0.348 -0.3157
C 8.04040 -2.92311 -1.24913 0.062 0.103 0.198 -0.1942
C -2.38693 -0.93632 2.25971 -0.151 -0.019 0.006 -0.0356
C 3.59793 0.03594 2.22514 0.776 -0.378 -0.081 0.0168
C 6.17087 -0.51905 -0.84565 0.165 0.137 0.242 -0.2128
C 1.29137 -0.52669 2.17105 0.622 1.335 -0.004 0.0262
C 6.58198 -6.25757 -2.62382 -0.042 0.076 0.028 -0.1913
C 3.86038 -3.41191 -5.58958 -0.006 0.117 -0.176 -0.2124
C 6.89679 -3.17629 -4.98607 -0.029 0.041 -0.081 -0.1964
C -1.89082 1.44877 2.27906 0.204 0.314 0.007 -0.0346
C 5.00821 -0.78054 -4.58382 -0.014 0.094 -0.164 -0.2148
C 3.57576 -6.41401 -3.30554 -0.055 -0.178 0.113 -0.2154
C -1.02988 -1.22060 2.23154 0.251 0.321 -0.015 0.0064
C 5.85828 -2.95643 0.95673 0.201 0.192 0.274 -0.2163
C 2.69869 -1.36372 -1.71754 -0.625 -0.693 0.394 -0.3105
C 1.44770 -1.07375 -1.29291 1.027 0.402 -0.136 -0.0030
C -0.52598 1.19072 2.25299 -0.071 -0.593 -0.060 0.0306
C 4.45875 -6.21078 -0.38161 -0.090 -0.224 0.020 -0.2199
C -0.08519 -0.16714 2.21916 -0.113 0.152 -0.061 -0.1787
C -2.82760 0.39790 2.27785 0.669 -0.279 0.003 -0.0053
H 5.16194 -0.17406 -0.58319 0.185 -0.023 -0.117 0.0007
H 7.66450 -2.73086 -4.34070 -0.143 -0.132 -0.177 0.0146
H 5.21190 -5.86218 0.33493 -0.178 -0.128 -0.133 0.0086
H 0.22737 1.97910 2.25473 -0.379 -0.104 -0.007 0.1312
H 1.62208 -1.57420 2.18635 -0.133 0.287 -0.061 0.1695
H 5.16830 -0.46853 -5.62762 -0.029 0.023 0.282 0.0403
H 6.83614 -5.97845 -3.65341 -0.022 -0.072 0.236 0.0157
H 3.47682 -5.82023 -0.07979 0.224 -0.070 -0.016 0.0336
H 3.55061 -7.50682 -3.17813 -0.013 0.227 -0.108 0.0378
H 3.88438 -0.54097 1.33361 -0.205 0.253 0.231 0.0780
H 3.96521 -2.99896 -6.60517 -0.060 -0.180 0.210 0.0386
H 3.40037 -0.58192 -2.04416 -0.224 -0.349 0.161 0.0979
H -3.89621 0.61831 2.29635 0.345 -0.060 -0.006 0.1261
H 6.42298 -0.13135 -1.84050 -0.060 -0.028 0.255 0.0201
H 1.16206 -0.02713 -1.24248 -0.127 -0.180 -0.118 0.0481
H 3.78820 -0.55510 3.13164 -0.152 0.234 -0.247 0.1164
H 3.94776 -4.50376 -5.64252 -0.049 0.270 -0.052 0.0106
H 7.07635 -2.82717 -6.01484 -0.008 -0.107 0.246 0.0423
H -3.11061 -1.75283 2.26743 0.218 0.284 -0.005 0.1227
H 8.30599 -2.59393 -2.26202 -0.041 -0.112 0.260 0.0183
H 0.72757 -1.84783 -1.05260 0.126 0.029 -0.004 0.0562
H 4.00157 -0.45571 -4.28644 0.219 -0.027 -0.103 0.0230
H 6.61451 -7.35526 -2.55697 -0.030 0.238 -0.010 0.0434
H 2.57584 -6.02702 -3.06456 0.201 -0.074 -0.123 0.0375
H 3.79614 -6.18950 -4.35589 -0.077 -0.095 0.245 0.0113
H 4.14753 0.97932 2.26498 -0.170 -0.266 -0.027 0.1152
H 8.17016 -4.01039 -1.18292 0.018 0.267 -0.042 0.0166
H 4.41101 -7.30926 -0.33390 0.034 0.244 0.081 0.0376
H 7.35234 -5.85982 -1.95244 -0.130 -0.104 -0.172 0.0138
H 6.02635 -4.03244 1.08893 -0.070 0.291 0.044 0.0149
H 8.74326 -2.45207 -0.54377 -0.095 -0.156 -0.208 0.0415
H 6.87246 -0.08761 -0.11448 -0.135 0.011 -0.215 0.0388
H 5.74206 -0.26880 -3.94949 -0.138 -0.049 -0.174 0.0139
H -2.23719 2.48872 2.30098 0.132 -0.503 -0.007 0.1248
H -0.63188 -2.23334 2.21671 -0.376 0.044 -0.017 0.1287
H 7.01454 -4.26673 -4.97349 0.027 0.255 -0.018 0.0149
H 6.48181 -2.41211 1.68332 -0.118 -0.208 -0.067 0.0366
H 4.80723 -2.73262 1.18682 0.153 -0.163 -0.075 0.0124
H 2.85367 -3.15703 -5.22819 0.210 -0.112 -0.087 0.0378
```
Forces are in eV/Å.

Question: total charge of number 1 (C15H24CoF5N2OP2S)?
Answer: +1

Question: Number 2 is which compound?
Answer: C19H39O2Si4

Question: What is the total charge in the first record?
Answer: +1

Question: total charge of number 1 (C15H24CoF5N2OP2S)?
Answer: +1